Molecular formula: C4H5LiNaO
Method: DFT, wB97M-V/def2-TZVPD

Geometry (Å):
C -2.17895 1.11474 -0.74911
C -1.80407 0.23739 0.28082
C -1.96849 -0.53275 1.42797
H -1.81797 0.86268 -1.73121
H -2.57425 2.10578 -0.94648
H -1.80504 -0.93834 2.42247
H -3.03264 -0.65847 1.60650
O 0.80947 -0.05113 0.85247
C -0.12704 -0.85727 0.58548
Na 0.14572 2.17189 -0.22085
Li 0.31402 1.50625 1.83446
H -0.15084 -1.66607 -0.12173

Atomic forces in eV per Å
1.4 -0.8 -0.1
1.8 -1.5 1.9
-3.6 1.8 -1.2
0.2 -0.9 -0.5
-0.7 0.0 1.6
2.5 0.3 -0.1
-1.7 0.0 -0.5
0.8 0.7 0.5
-1.1 1.8 -0.8
0.0 0.1 -1.6
0.0 -1.3 1.1
0.3 -0.3 -0.6

Values from the calculation:
HOMO-LUMO gap (spin up / spin down)	4.21 / 4.06	eV
total charge	0
LUMO energy (spin up / spin down)	-1.1 / -0.8	eV
HOMO (spin up / spin down)	-0.1949 / -0.1776	hartree
2S+1	2

=====

Molecular formula: C4H5LiO2Tl
Method: DFT, wB97M-V/def2-TZVPD

Geometry (Å):
C 1.53409 -0.19979 0.11376
C 0.43896 0.76927 0.39233
C -0.74491 0.52610 -0.41995
C -1.70230 -0.40079 -0.05952
O -2.60683 -0.85134 -0.84813
O 2.72334 -0.00921 0.51259
Li 4.07688 1.07025 0.92061
Tl -4.02656 -2.02604 -0.98216
H 0.56542 -0.11767 1.35323
H 0.76547 1.81588 0.33982
H -0.81084 0.99840 -1.40264
H -1.63301 -0.85949 0.94285
H 1.42028 -0.71555 -0.86280

Atomic forces in eV per Å
4.3 3.1 -3.1
0.7 -2.9 1.1
0.4 0.6 -0.6
-1.5 -1.8 -0.1
9.4 7.5 1.7
-3.3 -0.8 -0.3
0.5 0.0 0.2
-8.7 -7.0 -1.0
-1.6 2.7 -0.4
0.1 -0.3 1.3
-0.1 0.1 0.3
-0.1 0.2 -0.2
-0.2 -1.4 1.1

Values from the calculation:
HOMO-LUMO gap (spin up / spin down)	8.36 / 5.83	eV
total charge	+2
LUMO energy (spin up / spin down)	-8.3 / -10.8	eV
HOMO (spin up / spin down)	-0.6136 / -0.6108	hartree
2S+1	2

=====

Molecular formula: C4H5N
Method: DFT, wB97M-V/def2-TZVPD

Geometry (Å):
C -0.42998 0.20104 2.27008
C -0.17939 -0.26546 1.18698
C 0.43594 -0.51356 -0.10533
C -0.25692 -0.31368 -1.41171
N 0.62304 0.71702 -0.88757
H -0.38407 0.81122 3.14630
H 1.32504 -1.13813 -0.04838
H -1.33237 -0.16072 -1.39206
H 0.12113 -0.78822 -2.32021
H 0.07759 1.45048 -0.43810

Atomic forces in eV per Å
0.5 0.1 -0.5
0.1 0.2 0.3
0.2 0.0 0.1
-0.2 -0.1 -0.1
0.1 0.3 -0.1
-0.5 -0.4 0.1
-0.2 0.0 -0.1
0.1 0.0 0.0
-0.1 -0.1 0.4
0.1 -0.1 -0.1

Values from the calculation:
SMILES string	C#C[C@H]1CN1
HOMO-LUMO gap	10.57	eV
total charge	0
LUMO energy	1.1	eV
HOMO	-0.3469	hartree

=====

Molecular formula: C4H5N
Method: DFT, wB97M-V/def2-TZVPD

Geometry (Å):
C -0.35969 -2.07706 2.77838
C -0.25164 -1.37665 1.80927
C -0.17462 -0.27002 0.74119
N 0.01612 -0.52777 -0.47870
C 0.15351 0.63676 -1.27783
H -0.21733 -2.73096 3.66133
H -0.37011 0.68576 1.16439
H -0.80211 0.73263 -1.81715
H 1.05740 0.36131 -1.96798
H 0.16573 1.63433 -0.66654

Atomic forces in eV per Å
0.8 -0.9 1.2
-0.2 1.9 -1.7
-0.4 -3.7 1.7
0.2 -0.1 1.7
0.3 1.1 -1.1
-0.5 0.8 -1.2
0.2 1.1 0.2
0.6 -0.1 -0.6
-1.7 1.5 1.0
0.8 -1.6 -1.1

Values from the calculation:
SMILES string	C#C/C=N/C
HOMO-LUMO gap	10.81	eV
total charge	0
LUMO energy	0.8	eV
HOMO	-0.3680	hartree

=====

Molecular formula: C4H5N
Method: DFT, wB97M-V/def2-TZVPD

Geometry (Å):
H 2.05289 -1.80809 -0.56151
N 1.44824 -1.03142 -0.29702
C 0.28349 -1.45214 -0.00447
C -0.79698 -0.51787 0.37843
C -0.55557 0.76667 0.49765
C -0.24242 2.02366 0.61084
H -0.00808 -2.51016 -0.04781
H -1.80254 -0.90777 0.52324
H 0.00016 2.44733 1.58103
H -0.18562 2.67248 -0.25925

Atomic forces in eV per Å
0.0 0.0 0.1
-0.3 -0.3 0.0
0.2 0.1 -0.1
0.0 0.2 0.0
0.0 0.1 0.1
0.0 -0.2 0.0
0.1 0.1 0.0
0.2 0.1 -0.1
0.1 -0.1 -0.1
-0.2 -0.1 0.1

Values from the calculation:
SMILES string	[H]/N=C/C=C=C
HOMO-LUMO gap	10.28	eV
total charge	0
LUMO energy	0.8	eV
HOMO	-0.3493	hartree

=====

Molecular formula: C4H5N
Method: DFT, wB97M-V/def2-TZVPD

Geometry (Å):
C 2.01728 -0.42645 -0.04632
C 0.71207 -0.20121 -0.08245
C -0.27053 0.71874 0.30670
C -1.41363 0.00831 0.06787
N -2.59485 -0.25914 -0.00521
H 2.65541 0.11428 0.64574
H 2.47174 -1.20891 -0.64172
H -0.21901 -1.07212 -0.36256
H -0.16071 1.79528 0.36543
H -3.19778 0.53122 -0.24748

Atomic forces in eV per Å
0.1 -0.3 0.0
-1.6 -2.1 -0.8
-0.2 0.1 -0.7
-0.4 2.6 1.3
-0.1 0.0 0.5
-0.1 0.3 -0.3
-0.1 -0.1 0.3
2.8 0.2 -0.3
-0.3 -0.1 0.9
0.0 -0.5 -0.9

Values from the calculation:
SMILES string	C=CC=C=N
HOMO-LUMO gap	7.78	eV
total charge	0
LUMO energy	-0.1	eV
HOMO	-0.2894	hartree

=====

Molecular formula: C4H5N2
Method: DFT, wB97M-V/def2-TZVPD

Geometry (Å):
C 1.80342 -0.94340 -0.03944
N 1.22365 0.05167 0.40389
C 0.59261 1.11900 0.06249
C -0.87956 1.14193 0.05570
C -1.55237 -0.00150 0.04070
N -2.19027 -0.97584 0.09647
H 1.47010 -1.32902 -1.05541
H 2.41829 -1.47848 0.68816
H 1.14923 2.10403 -0.02386
H -1.32193 2.15654 -0.17781
H -2.71316 -1.84493 -0.05089

Atomic forces in eV per Å
-0.6 -2.0 -0.6
1.0 1.6 0.1
-3.6 1.2 0.6
3.7 3.5 -0.8
-1.9 -2.1 0.1
0.2 0.0 0.0
1.3 0.4 1.0
-0.1 -0.4 -0.6
-0.6 -1.5 -0.2
0.1 -1.7 0.5
0.5 0.9 0.0

Values from the calculation:
SMILES string	C=N/C=C\C#[NH+]
HOMO-LUMO gap	9.11	eV
total charge	+1
LUMO energy	-4.8	eV
HOMO	-0.5103	hartree

=====

Molecular formula: C4H5N2
Method: DFT, wB97M-V/def2-TZVPD

Geometry (Å):
C -1.01441 0.02086 -0.02060
C -1.41889 -0.88979 -1.01653
C -0.08233 -1.12340 -1.39752
C 0.77635 1.14021 1.33191
N 0.78436 -0.41413 -0.59594
N 0.19260 0.30632 0.35215
H -2.33325 -1.25139 -1.09252
H 0.26506 -1.73856 -2.31879
H 0.66933 2.11856 1.09820
H 1.79760 0.83273 1.30402
H 0.36359 0.99859 2.35564

Atomic forces in eV per Å
-5.2 2.0 3.4
7.6 1.8 1.0
-2.0 -1.2 -2.2
0.9 -2.1 2.3
4.4 -0.7 -0.7
-2.3 -2.2 -3.3
-3.9 -1.6 -1.1
-0.1 1.2 2.1
-0.3 3.1 -1.0
0.9 0.2 0.3
0.1 -0.4 -0.9

Values from the calculation:
HOMO-LUMO gap (spin up / spin down)	11.01 / 7.73	eV
total charge	+1
LUMO energy (spin up / spin down)	-4.4 / -8.5	eV
HOMO (spin up / spin down)	-0.5676 / -0.5972	hartree
2S+1	3

=====

For reference, electronic energy by record: -400.15257 -485.15892 -210.04892 -210.04973 -210.08836 -209.99251 -264.57102 -264.42209 hartree.
For reference, relative energy (zero: lowest compared OMol25 entry of this formula, charge and spin) by record: 149.1 0.0 72.0 71.5 47.3 107.4 27.8 62.7 kcal per mole.